[1]
{"formula": "C8H13N", "method": "ωB97M-V with the def2-TZVPD basis set", "species": ["C", "C", "C", "C", "C", "C", "C", "C", "H", "H", "H", "H", "H", "H", "H", "H", "H", "H", "H", "H", "H", "N"], "coordinates": [[-2.534, -0.418, -0.200], [-1.071, -0.130, 0.106], [-0.610, 1.061, 0.905], [1.147, 1.003, -0.642], [2.214, -0.139, -0.151], [1.386, -1.076, 0.634], [0.082, -1.124, 0.060], [-0.032, -0.118, -0.986], [-3.005, 0.357, -0.951], [-2.614, -1.634, -0.316], [-3.031, -0.450, 0.896], [-0.492, 0.816, 2.063], [-1.352, 1.916, 0.823], [-0.435, 2.136, -0.572], [1.442, 1.480, -1.539], [2.994, 0.244, 0.521], [2.768, -0.624, -1.005], [1.916, -2.037, 1.002], [1.638, -0.499, 1.694], [-0.180, -2.106, -0.440], [-0.533, -0.481, -2.056], [0.302, 1.823, 0.157]], "nbo_charge": [-0.631, -0.110, -0.238, -0.038, -0.400, -0.431, -0.289, -0.236, 0.239, 0.235, 0.222, 0.204, 0.203, 0.354, 0.210, 0.206, 0.208, 0.240, 0.205, 0.225, 0.216, -0.594], "energy_ev": -9991.39081, "homo_energy_ev": -8.7, "multiplicity": 1, "total_charge": 0, "gap_ha": 0.3525, "smiles": "C[C@@]12CN[C@H]3CC[C@@H]1[C@H]32", "max_force_ev_per_a": 7.41}



[2]
{"formula": "C23H36BGeN7PdSe", "method": "ωB97M-V with the def2-TZVPD basis set", "species": ["Pd", "C", "C", "N", "N", "C", "B", "N", "C", "C", "C", "N", "N", "C", "C", "C", "N", "H", "H", "H", "H", "H", "H", "H", "H", "H", "H", "C", "Ge", "C", "C", "C", "Se", "C", "H", "H", "H", "H", "H", "H", "H", "H", "H", "H", "H", "H", "H", "H", "C", "N", "C", "C", "C", "C", "C", "C", "C", "C", "H", "H", "H", "H", "H", "H", "H", "H", "H", "H", "H", "H"], "coordinates": [[-0.288, -0.152, 0.035], [-2.424, -1.440, 3.617], [-1.401, -0.709, 3.017], [-1.404, -0.928, 1.703], [-2.404, -1.790, 1.433], [-3.030, -2.115, 2.574], [-2.690, -2.242, -0.008], [-3.023, -1.017, -0.906], [-4.043, -0.912, -1.772], [-3.808, 0.161, -2.610], [-2.584, 0.669, -2.183], [-2.122, -0.041, -1.154], [-1.443, -2.907, -0.629], [-1.338, -4.135, -1.158], [-0.106, -4.245, -1.775], [0.486, -3.000, -1.578], [-0.325, -2.201, -0.879], [-2.680, -1.485, 4.660], [-0.683, -0.036, 3.457], [-3.861, -2.799, 2.564], [-3.602, -3.004, -0.019], [-4.855, -1.617, -1.741], [-4.426, 0.511, -3.416], [-2.014, 1.489, -2.592], [-2.149, -4.838, -1.073], [0.289, -5.092, -2.307], [1.433, -2.632, -1.944], [4.326, -2.213, -2.585], [3.799, -0.440, -1.957], [2.035, 0.153, -2.571], [5.185, 0.905, -2.223], [3.738, -0.559, 0.113], [2.416, -1.705, 0.774], [3.396, -3.372, 0.892], [4.406, -2.199, -3.672], [3.620, -3.004, -2.328], [5.306, -2.478, -2.187], [1.720, -0.401, -3.455], [2.084, 1.211, -2.829], [1.246, 0.036, -1.816], [5.362, 1.035, -3.291], [6.125, 0.609, -1.760], [4.879, 1.867, -1.813], [3.492, 0.450, 0.447], [4.733, -0.871, 0.427], [3.955, -3.515, -0.031], [2.667, -4.165, 1.033], [4.073, -3.309, 1.743], [-3.231, 2.091, 1.344], [-2.672, 3.290, 0.778], [-3.250, 4.556, 1.142], [-1.452, 3.221, -0.007], [-0.294, 2.910, 0.929], [0.181, 3.975, 1.695], [1.191, 3.791, 2.620], [1.714, 2.517, 2.780], [1.241, 1.470, 2.004], [0.233, 1.615, 1.037], [-4.282, 2.029, 1.052], [-3.190, 2.152, 2.437], [-2.678, 1.223, 1.000], [-4.306, 4.425, 1.370], [-3.107, 5.276, 0.339], [-2.748, 4.929, 2.044], [-1.335, 4.172, -0.525], [-1.587, 2.415, -0.721], [-0.232, 4.967, 1.548], [1.561, 4.621, 3.204], [2.492, 2.334, 3.510], [1.677, 0.491, 2.195]], "lowdin_spin": [1.334, 0.003, 0.010, 0.136, 0.009, 0.001, 0.001, 0.007, -0.001, 0.003, 0.011, 0.129, 0.003, 0.004, 0.002, 0.025, 0.054, 0.001, 0.000, 0.001, 0.000, 0.000, 0.001, 0.001, 0.000, 0.000, 0.006, 0.005, 0.054, 0.035, 0.019, 0.149, 0.632, 0.064, 0.002, 0.000, 0.000, 0.001, 0.000, 0.026, 0.004, 0.000, 0.000, 0.010, 0.011, 0.009, 0.000, 0.015, 0.062, 0.620, 0.065, 0.054, 0.063, 0.014, 0.001, 0.016, 0.045, 0.143, 0.024, 0.027, 0.000, 0.008, 0.009, 0.036, 0.000, 0.017, 0.002, 0.000, 0.001, 0.015], "energy_ev": -160867.75834, "homo_energy_ev": [-13.3, -14.2], "multiplicity": 5, "total_charge": 2, "gap_ha": [0.3238, 0.2066], "max_force_ev_per_a": 0.36}



[3]
{"formula": "C25H48Cl3N4O4SiV", "method": "ωB97M-V with the def2-TZVPD basis set", "species": ["C", "C", "H", "H", "H", "C", "C", "H", "H", "H", "H", "V", "Cl", "Cl", "C", "O", "N", "C", "C", "H", "H", "H", "H", "H", "H", "H", "H", "H", "C", "C", "N", "H", "C", "O", "H", "H", "H", "H", "O", "C", "C", "C", "H", "C", "H", "C", "H", "C", "C", "H", "H", "H", "Si", "Cl", "C", "C", "C", "H", "H", "H", "H", "H", "H", "H", "H", "H", "C", "N", "C", "C", "O", "N", "C", "C", "H", "H", "H", "H", "H", "H", "H", "H", "H", "H", "H", "H"], "coordinates": [[2.501, -2.593, -3.361], [1.970, -1.667, -4.406], [2.184, -3.630, -3.555], [2.212, -2.298, -2.339], [3.604, -2.622, -3.394], [1.900, -2.002, -5.710], [2.106, -3.367, -6.241], [1.756, -1.226, -6.463], [1.596, -4.154, -5.665], [3.166, -3.645, -6.334], [1.693, -3.362, -7.258], [1.090, 0.128, 1.326], [2.792, 0.984, 2.553], [1.756, 1.222, -0.584], [0.279, 2.801, 1.386], [-0.139, 1.672, 1.803], [-0.560, 3.774, 1.025], [-1.984, 3.465, 1.099], [-0.169, 4.913, 0.189], [1.343, 3.034, 1.289], [-2.201, 3.118, 2.116], [-2.252, 2.681, 0.373], [-2.552, 4.380, 0.888], [0.819, 5.259, 0.531], [-0.938, 5.696, 0.303], [-0.100, 4.642, -0.883], [-0.168, -4.638, 2.716], [-0.919, -3.455, -0.370], [-1.231, -4.460, 2.550], [-1.777, -3.452, 0.331], [-1.378, -3.263, 1.740], [-1.695, -4.251, 3.509], [-0.768, -2.178, 2.269], [-0.541, -1.074, 1.714], [-2.520, -2.700, 0.019], [-0.442, -2.341, 3.313], [-1.699, -5.300, 2.047], [-2.259, -4.444, 0.250], [0.605, -0.468, -2.828], [1.540, -0.312, -3.906], [-0.125, 0.223, -5.728], [1.022, 0.593, -5.024], [-0.610, -0.718, -5.441], [-0.613, 1.034, -6.760], [2.441, 0.158, -3.487], [1.730, 1.748, -5.385], [-1.540, 0.749, -7.262], [0.117, 2.170, -7.175], [1.304, 2.502, -6.492], [2.642, 1.994, -4.819], [-0.246, 2.778, -8.026], [1.915, 3.351, -6.820], [-0.715, 0.446, -2.283], [1.926, -1.900, 0.428], [-2.148, -0.061, -3.467], [-0.317, 2.264, -2.583], [-1.586, 0.128, -0.650], [-2.158, 0.492, -4.420], [-3.093, 0.151, -2.944], [-2.121, -1.141, -3.693], [-1.368, -0.898, -0.335], [-2.678, 0.253, -0.753], [-1.238, 0.778, 0.166], [-0.162, 2.467, -3.651], [0.609, 2.545, -2.064], [-1.108, 2.939, -2.228], [-1.997, 0.662, 4.964], [-1.152, 0.232, 6.046], [-1.698, 0.331, 7.376], [0.133, -0.085, 5.656], [0.412, -0.184, 4.444], [1.143, -0.230, 6.579], [1.015, -0.583, 7.981], [2.461, -0.351, 6.000], [-3.032, 0.756, 5.324], [-1.917, -0.064, 4.144], [-1.667, 1.638, 4.565], [-1.577, -0.612, 7.913], [-1.250, 1.141, 7.957], [-2.765, 0.553, 7.300], [2.035, -0.585, 8.400], [0.421, 0.138, 8.570], [0.546, -1.582, 8.121], [2.474, -1.075, 5.188], [2.741, 0.600, 5.549], [3.171, -0.616, 6.780]], "lowdin_spin": [0.000, 0.000, 0.000, 0.000, 0.000, 0.000, 0.000, 0.000, 0.000, 0.000, 0.000, 1.937, -0.003, -0.002, 0.009, 0.017, 0.008, 0.001, 0.001, 0.001, 0.000, 0.000, 0.000, 0.000, 0.000, 0.000, 0.000, 0.000, 0.000, 0.001, 0.008, 0.000, 0.005, 0.000, 0.000, 0.000, 0.000, 0.000, 0.001, 0.000, 0.000, 0.000, 0.000, 0.000, 0.000, 0.000, 0.000, 0.000, 0.000, 0.000, 0.000, 0.000, 0.000, 0.009, 0.000, 0.000, 0.003, 0.000, 0.000, 0.000, 0.000, 0.000, 0.001, 0.000, 0.000, 0.000, 0.000, 0.000, 0.000, 0.000, 0.002, 0.000, 0.000, 0.000, 0.000, 0.000, 0.000, 0.000, 0.000, 0.000, 0.000, 0.000, 0.000, 0.000, 0.000, 0.000], "energy_ev": -111991.43589, "homo_energy_ev": [-8.1, -8.1], "multiplicity": 3, "total_charge": 0, "gap_ha": [0.3026, 0.3129], "max_force_ev_per_a": 2.28}



[4]
{"formula": "C2HCl4O2PS", "method": "ωB97M-V with the def2-TZVPD basis set", "species": ["C", "C", "O", "O", "P", "S", "Cl", "Cl", "Cl", "Cl", "H"], "coordinates": [[0.093, 0.468, 0.227], [-0.079, 1.759, 0.050], [-2.099, 0.721, -1.738], [-1.305, -1.725, 1.454], [-2.745, 0.177, -0.520], [-1.313, -0.088, 1.350], [1.040, 2.755, -0.671], [-1.474, 2.507, 0.567], [-3.736, -1.493, -0.938], [-4.177, 1.322, 0.406], [0.887, -0.162, -0.194]], "nbo_charge": [-0.415, -0.138, -1.036, -0.880, 1.478, 0.905, 0.111, 0.133, -0.172, -0.267, 0.280], "energy_ev": -76397.86376, "homo_energy_ev": -9.7, "multiplicity": 1, "total_charge": 0, "gap_ha": 0.3102, "max_force_ev_per_a": 7.02}



[5]
{"formula": "C5H10N", "method": "ωB97M-V with the def2-TZVPD basis set", "species": ["C", "C", "C", "C", "C", "N", "H", "H", "H", "H", "H", "H", "H", "H", "H", "H"], "coordinates": [[2.053, -1.037, 0.185], [0.841, 1.687, 0.317], [1.107, -0.500, -0.572], [-1.816, -0.707, 0.331], [-1.329, 0.436, -0.486], [0.381, 0.640, -0.216], [2.568, -1.929, -0.124], [2.320, -0.636, 1.150], [0.198, 2.505, 0.606], [1.908, 1.789, 0.484], [0.791, -0.947, -1.505], [-1.330, -1.643, 0.069], [-1.705, -0.525, 1.397], [-2.881, -0.814, 0.122], [-1.735, 1.400, -0.198], [-1.372, 0.280, -1.559]], "nbo_charge": [-0.295, 0.094, -0.094, -0.664, -0.118, -0.265, 0.245, 0.216, 0.225, 0.226, 0.237, 0.239, 0.237, 0.268, 0.222, 0.228], "energy_ev": -6828.88323, "homo_energy_ev": -15.0, "multiplicity": 1, "total_charge": 1, "gap_ha": 0.3760, "smiles": "C=C[N+](=C)CC", "max_force_ev_per_a": 3.58}



[6]
{"formula": "C4H2F8NO6RhS2", "method": "ωB97M-V with the def2-TZVPD basis set", "species": ["Rh", "F", "C", "F", "F", "S", "O", "O", "N", "S", "O", "O", "C", "F", "F", "F", "O", "C", "O", "H", "F", "C", "F", "H"], "coordinates": [[1.391, 0.056, 0.161], [-1.885, -0.983, -2.870], [-2.294, 0.232, -2.543], [-1.910, 1.097, -3.472], [-3.612, 0.250, -2.437], [-1.539, 0.741, -0.938], [-0.099, 0.619, -1.211], [-2.013, 2.046, -0.632], [-2.093, -0.389, -0.009], [-1.371, -1.055, 1.187], [0.050, -1.346, 0.919], [-2.123, -2.116, 1.746], [-1.223, 0.273, 2.462], [-0.692, -0.212, 3.570], [-0.393, 1.223, 1.968], [-2.388, 0.828, 2.726], [2.739, 0.287, 1.687], [3.264, 1.242, 1.032], [2.864, 1.432, -0.157], [4.029, 1.880, 1.478], [1.370, -1.625, -1.955], [2.240, -1.269, -0.995], [2.541, -2.362, -0.276], [3.145, -0.850, -1.443]], "nbo_charge": [1.041, -0.294, 0.750, -0.297, -0.293, 2.247, -0.949, -0.874, -1.217, 2.277, -0.937, -0.856, 0.720, -0.289, -0.335, -0.286, -0.613, 0.626, -0.616, 0.151, -0.324, 0.555, -0.324, 0.135], "energy_ev": -64372.03538, "homo_energy_ev": -11.0, "multiplicity": 1, "total_charge": 0, "gap_ha": 0.3640, "max_force_ev_per_a": 0.91}



The highest multiplicity belongs to which entry?
C23H36BGeN7PdSe